(1)
{
  "formula": "C2H13N7",
  "method": "wB97M-V/def2-TZVPD",
  "elements": ["C", "C", "N", "N", "N", "H", "H", "H", "H", "H", "H", "H", "N", "N", "N", "N", "H", "H", "H", "H", "H", "H"],
  "positions_angstrom": [[2.14940, 0.64994, 2.47320], [0.94528, 0.68922, 1.57572], [-1.20854, 0.09555, 1.06421], [1.01064, 1.54241, 0.49222], [-0.08516, 0.01167, 1.92592], [-2.00868, -0.17152, 1.62486], [-1.36697, 1.04951, 0.73182], [1.90778, 1.96264, 0.31299], [0.48953, 1.33721, -0.36591], [3.02652, 0.28615, 1.93112], [1.95587, -0.00453, 3.31864], [2.38076, 1.65061, 2.84713], [-1.42600, -1.15076, -1.72503], [0.07893, 0.53941, -2.10320], [-2.66542, -1.65385, -1.58768], [0.84312, -0.55706, -2.13647], [-1.13810, -0.85466, -0.78207], [-0.39911, 0.59448, -3.00056], [-3.05766, -2.08280, -2.41128], [-3.01970, -1.86594, -0.66099], [0.22732, -1.42320, -2.26216], [1.36020, -0.64447, -1.26248]],
  "nbo_charge": [-0.65, 0.38, -0.71, -0.87, -0.35, 0.36, 0.35, 0.38, 0.43, 0.21, 0.24, 0.22, -0.51, -0.45, -0.59, -0.60, 0.36, 0.33, 0.37, 0.36, 0.38, 0.34],
  "homo_lumo_gap_ev": [8.78, 8.65],
  "relative_energy_ev": 0.914,
  "max_force_ha_per_bohr": 0.0319,
  "e_tot_ha": -467.1171,
  "e_lumo_ha": [0.0381, 0.0376]
}



(2)
{
  "formula": "C2H13N9",
  "method": "wB97M-V/def2-TZVPD",
  "elements": ["C", "C", "N", "N", "N", "N", "N", "N", "N", "N", "N", "H", "H", "H", "H", "H", "H", "H", "H", "H", "H", "H", "H", "H"],
  "positions_angstrom": [[1.59049, -2.51010, -1.94607], [-8.37749, 5.73158, 4.70550], [-7.99323, 6.72414, 4.20693], [1.91828, -1.27506, -2.40343], [2.26087, -3.13600, -1.00997], [0.61840, -3.08106, -2.74947], [-8.62433, 4.58739, 5.20139], [4.06700, 1.62633, 2.77150], [3.79166, -2.08327, 0.74935], [1.14620, -0.53908, -3.34718], [4.11434, 0.83606, 1.99779], [-7.96817, 7.57917, 3.75923], [2.96741, -2.64865, -0.35854], [1.84492, -3.99101, -0.69661], [-0.03609, -2.37684, -3.05656], [0.20390, -3.99439, -2.50420], [-9.55573, 4.28953, 5.23133], [-8.33255, 4.44182, 6.18348], [2.82235, -0.86307, -1.90759], [4.71098, -2.49651, 0.67176], [3.80102, -1.02657, 1.04064], [3.44369, -2.77444, 1.44085], [1.72233, -0.17658, -4.04773], [0.60343, 0.29620, -2.83408]],
  "nbo_charge": [0.66, 0.79, -0.44, -0.44, -0.78, -0.78, -0.77, 0.08, -1.09, -0.64, -0.07, 0.49, 0.43, 0.41, 0.42, 0.41, 0.46, 0.47, 0.40, 0.40, 0.43, 0.39, 0.38, 0.38],
  "homo_lumo_gap_ev": 9.10,
  "relative_energy_ev": 0.000,
  "max_force_ha_per_bohr": 0.1126,
  "e_tot_ha": -576.2416,
  "e_lumo_ha": -0.2233,
  "charge": 2
}



(3)
{
  "formula": "C2H13NO3",
  "method": "wB97M-V/def2-TZVPD",
  "elements": ["C", "C", "N", "H", "H", "H", "H", "H", "H", "H", "O", "H", "H", "O", "H", "H", "O", "H", "H"],
  "positions_angstrom": [[2.18179, -0.82302, 1.44845], [0.68534, -1.03673, 1.37420], [-0.15522, -0.37890, 2.37368], [2.46894, 0.33186, 1.46678], [2.67271, -1.22602, 2.35175], [2.57477, -1.10665, 0.51351], [0.38675, -0.64876, 0.32289], [0.60493, -2.14932, 1.25985], [-0.11698, -0.74304, 3.36660], [-0.19752, 0.50340, 2.32265], [-0.38184, -0.51812, -2.91543], [0.20957, -1.34514, -3.05768], [-0.86667, -0.61547, -2.04894], [-2.42775, 0.86040, -1.36318], [-2.61327, 1.30112, -2.18097], [-3.09995, 0.41090, -1.06879], [-0.83499, 2.67456, -1.54752], [-0.38205, 2.69068, -0.62773], [-0.70858, 1.81823, -1.99013]],
  "nbo_charge": [-0.62, -0.22, -0.84, 0.19, 0.21, 0.21, 0.18, 0.19, 0.36, 0.34, -0.98, 0.48, 0.49, -0.94, 0.48, 0.46, -0.96, 0.48, 0.49],
  "homo_lumo_gap_ev": 9.70,
  "relative_energy_ev": 2.778,
  "max_force_ha_per_bohr": 0.1958,
  "e_tot_ha": -364.3855,
  "e_lumo_ha": 0.0212
}



(4)
{
  "formula": "C2H13NO3",
  "method": "wB97M-V/def2-TZVPD",
  "elements": ["C", "C", "N", "H", "H", "H", "H", "H", "H", "H", "O", "H", "H", "O", "H", "H", "O", "H", "H"],
  "positions_angstrom": [[2.98336, -0.90273, 1.71570], [2.50772, -1.83130, 0.57639], [1.07926, -2.10206, 0.60319], [2.34656, -0.02743, 1.71349], [3.09042, -1.32297, 2.73215], [4.03624, -0.60486, 1.49390], [2.82454, -1.53894, -0.45836], [3.11493, -2.74222, 0.66829], [0.92042, -3.12325, 0.50727], [0.78171, -2.11186, 1.59812], [-2.38420, 4.24494, -0.82672], [-2.13866, 3.34157, -0.41074], [-3.07640, 3.87425, -1.39248], [-0.06032, -0.20366, -1.04749], [0.16418, -0.93484, -0.39164], [0.64193, -0.10530, -1.66122], [-3.46065, 0.40981, -0.65872], [-3.34708, -0.10349, -1.48276], [-2.61883, 0.90921, -0.62746]],
  "nbo_charge": [-0.63, -0.22, -0.84, 0.22, 0.21, 0.22, 0.19, 0.17, 0.37, 0.36, -0.92, 0.46, 0.46, -1.01, 0.50, 0.46, -0.94, 0.47, 0.47],
  "homo_lumo_gap_ev": 11.12,
  "relative_energy_ev": 1.325,
  "max_force_ha_per_bohr": 0.0623,
  "e_tot_ha": -364.4388,
  "e_lumo_ha": 0.0248
}



(5)
{
  "formula": "C2H13NO3S",
  "method": "wB97M-V/def2-TZVPD",
  "elements": ["N", "C", "C", "S", "H", "H", "H", "H", "H", "H", "H", "O", "H", "H", "O", "H", "H", "O", "H", "H"],
  "positions_angstrom": [[0.41451, -0.40689, -1.52474], [0.63717, 0.90217, -1.04982], [0.10413, 2.07468, -1.79512], [0.91707, 3.56647, -1.42917], [-0.03797, -0.93147, -0.84416], [-0.37988, -0.36784, -2.16255], [1.79704, 1.06495, -1.22102], [0.54251, 1.10766, 0.06499], [0.24079, 1.92272, -2.85195], [-1.00253, 2.34111, -1.49357], [2.18414, 3.30793, -0.84219], [-3.17431, 0.01830, 5.19026], [-4.04855, -0.36878, 5.39852], [-3.32028, 0.65286, 4.39464], [1.98979, -2.90676, -3.37853], [1.92861, -3.74887, -3.65326], [2.41269, -2.92877, -2.49866], [-0.74172, -1.73547, 2.98197], [0.25988, -1.79902, 2.77242], [-0.72307, -1.76500, 3.94194]],
  "nbo_charge": [-0.81, -0.22, -0.57, -0.04, 0.36, 0.35, 0.16, 0.19, 0.22, 0.22, 0.14, -0.95, 0.47, 0.48, -0.92, 0.45, 0.47, -0.94, 0.46, 0.47],
  "homo_lumo_gap_ev": 9.44,
  "relative_energy_ev": 1.991,
  "max_force_ha_per_bohr": 0.1025,
  "e_tot_ha": -762.5799,
  "e_lumo_ha": 0.0214
}



(6)
{
  "formula": "C2H13NO4",
  "method": "wB97M-V/def2-TZVPD",
  "elements": ["N", "C", "C", "O", "H", "H", "H", "H", "H", "H", "H", "O", "H", "H", "O", "H", "H", "O", "H", "H"],
  "positions_angstrom": [[0.59194, 1.11920, -0.27751], [0.97647, -0.09623, -1.07514], [2.47026, -0.29421, -1.25421], [3.07224, -0.93266, -0.16162], [1.35633, 1.60362, 0.10329], [-0.00259, 1.11840, 0.49250], [0.51503, 0.18970, -2.09749], [0.62874, -0.96135, -0.53753], [2.85124, 0.64346, -1.57733], [2.60553, -0.94361, -2.13845], [3.48750, -0.29646, 0.43215], [-3.30186, -2.30871, -0.82116], [-3.23561, -2.30742, 0.13100], [-2.44651, -2.14402, -1.24150], [0.61680, 0.77792, 3.10813], [0.82506, -0.09474, 3.55327], [0.22836, 1.29679, 3.82349], [-3.39566, 1.68740, -0.24604], [-4.37785, 1.75563, -0.23642], [-3.19135, 0.85668, 0.17722]],
  "nbo_charge": [-0.87, -0.24, -0.08, -0.72, 0.34, 0.37, 0.19, 0.19, 0.17, 0.17, 0.47, -0.95, 0.47, 0.48, -0.94, 0.47, 0.47, -0.94, 0.47, 0.47],
  "homo_lumo_gap_ev": 9.09,
  "relative_energy_ev": 1.839,
  "max_force_ha_per_bohr": 0.0497,
  "e_tot_ha": -439.6552,
  "e_lumo_ha": 0.0132
}



(7)
{
  "formula": "C2H13NO5",
  "method": "wB97M-V/def2-TZVPD",
  "elements": ["C", "C", "N", "O", "H", "H", "H", "H", "H", "O", "H", "H", "O", "H", "H", "O", "H", "H", "O", "H", "H"],
  "positions_angstrom": [[1.58932, -1.33760, -0.01651], [1.34342, 0.25603, -0.20132], [2.03589, 0.99055, 0.71881], [0.54253, 0.76014, -0.85456], [2.18346, -1.46888, 0.97883], [2.14353, -1.72549, -0.81293], [0.63067, -1.80061, 0.00602], [2.03493, 2.11381, 0.50455], [2.74915, 0.56816, 1.15752], [-0.63595, -0.73136, -3.51505], [-0.79066, -0.24029, -2.70925], [0.28460, -1.05894, -3.35469], [-2.31925, -0.48092, -0.73186], [-1.73452, -0.21242, -1.38433], [-2.69371, -1.24146, -1.24806], [-0.48252, -0.16490, 2.92339], [-1.12792, 0.11658, 2.20519], [0.27757, 0.39239, 2.73504], [-1.77772, 2.04064, 1.34084], [-1.74137, 1.65964, 0.47185], [-2.51146, 1.56495, 1.78650]],
  "nbo_charge": [-0.71, 0.71, -0.84, -0.63, 0.21, 0.22, 0.24, 0.41, 0.38, -0.92, 0.45, 0.47, -0.93, 0.45, 0.48, -0.95, 0.48, 0.47, -0.94, 0.48, 0.47],
  "homo_lumo_gap_ev": 10.96,
  "relative_energy_ev": 1.835,
  "max_force_ha_per_bohr": 0.1352,
  "e_tot_ha": -514.9291,
  "e_lumo_ha": 0.0153
}